(1)
Formula: C32H35BrClN7O2Ru
Source: the Open Molecules 2025 dataset
Level of theory: ωB97M-V/def2-TZVPD

The calculation puts the molecular weight at 766.1 g/mol. For the strongest force on any atom, the calculation gives 0.997 eV Å⁻¹. Its LUMO energy (alpha / beta) is -1.77 / -3.33 eV. Its spin multiplicity is 6. Its orbital gap (alpha / beta) is 0.2363 / 0.2576 Ha. Its net charge is +1.

The geometry in XYZ format:
```
79
C32H35BrClN7O2Ru (ωB97M-V/def2-TZVPD)
Ru -0.372 -0.326 0.688
Br 2.323 1.427 1.025
Cl -3.122 1.504 -0.610
O -0.569 -1.905 -0.635
O -3.281 -1.625 -1.461
N -1.395 -4.310 2.506
N -1.540 -2.186 1.983
N 1.240 -1.995 1.365
N 1.608 -4.102 1.816
N 1.174 -0.095 -1.300
N -3.498 2.506 2.535
N 0.631 -0.746 -2.293
C 2.183 0.778 -1.671
C 5.868 3.476 -2.169
C -1.425 -1.899 -2.987
C 2.860 1.541 -0.811
C -1.333 1.096 -0.564
C 6.109 1.305 -3.886
C -2.778 -2.640 2.367
C -0.239 1.664 5.267
C -4.398 3.395 1.736
C 0.244 0.064 3.533
C -1.039 -2.102 -4.312
C 0.382 0.497 4.847
C 6.860 3.465 -3.124
C -3.281 -1.950 -5.098
C 3.952 2.478 -1.058
C 2.571 -2.260 1.157
C 0.686 -3.115 1.759
C -1.143 1.900 3.024
C -3.892 1.064 2.421
C 2.819 -3.570 1.430
C 5.108 1.306 -2.935
C -0.731 -3.209 2.076
C 6.986 2.381 -3.995
C -0.533 0.729 2.552
C 4.948 2.399 -2.048
C -0.990 2.358 4.339
C -0.280 -1.902 -1.959
C -2.712 -3.959 2.694
C -2.034 2.739 2.166
C -3.701 -1.781 -3.790
C -2.796 -1.763 -2.728
C -1.934 -2.120 -5.368
H -4.010 -1.966 -5.901
H 2.418 0.890 -2.727
H -3.649 -2.000 2.364
H 7.768 2.372 -4.745
H -3.610 0.716 1.431
H -4.094 4.428 1.882
H 0.990 -0.077 5.541
H 0.019 -2.261 -4.520
H 7.544 4.302 -3.198
H 4.005 3.322 -0.380
H 6.218 0.457 -4.551
H -5.425 3.259 2.066
H -4.967 0.986 2.568
H -0.119 2.034 6.278
H 3.258 -1.496 0.825
H 0.318 -2.786 -2.227
H 4.459 0.444 -2.848
H -3.455 -4.663 3.036
H -1.859 3.802 2.327
H -1.166 0.694 -1.550
H -4.760 -1.668 -3.575
H 1.459 -5.060 2.072
H -3.581 2.761 3.516
H 5.770 4.320 -1.493
H -1.450 3.307 4.628
H -1.020 -5.230 2.651
H -4.232 -1.521 -1.534
H 3.721 -4.156 1.381
H -4.298 3.126 0.690
H 1.142 -0.789 -3.166
H -1.586 -2.273 -6.383
H 0.771 -0.834 3.270
H -1.945 2.507 1.115
H -0.816 2.047 -0.501
H -3.356 0.493 3.171
```

---

(2)
Formula: C32H35Cl2F8InN4O4SSi
Source: the Open Molecules 2025 dataset
Level of theory: ωB97M-V/def2-TZVPD

The calculation puts the molecular weight at 937.5 g/mol. For the strongest force on any atom, the calculation gives 3.930 eV Å⁻¹. Its LUMO energy is -0.88 eV. Its spin multiplicity is 1. For the energy above the lowest of the compared OMol25 structures with the same formula, charge and spin, the calculation gives 0.0000 eV. Its orbital gap is 0.2332 Ha.

The geometry in XYZ format:
```
88
C32H35Cl2F8InN4O4SSi (ωB97M-V/def2-TZVPD)
In 1.420 6.641 20.311
Cl 5.783 8.108 23.094
Cl 4.435 6.851 20.736
S -0.691 6.259 22.027
Si 1.473 9.975 19.686
F 7.080 7.138 16.008
F 1.810 2.359 21.908
F 1.840 1.478 18.573
F 2.100 6.698 22.892
F 3.579 1.679 20.829
F 3.582 3.599 21.841
F 0.853 3.276 17.891
F 0.163 2.284 19.667
O 1.579 4.560 20.282
O -1.105 5.451 17.218
O -0.105 6.668 18.805
O 2.704 6.888 18.506
N 1.709 8.707 20.887
N -1.982 4.041 21.075
N 1.782 6.849 14.470
N -2.381 5.860 19.933
C 2.910 9.686 24.856
C 2.453 10.325 22.567
C -3.163 4.835 19.345
C 1.081 8.966 13.291
C 2.296 3.458 19.818
C 0.086 11.052 20.352
C 3.437 6.759 16.248
C 5.307 6.588 22.313
C 5.775 7.101 15.640
C 2.680 8.350 24.476
C 3.491 3.806 18.948
C 2.212 8.990 22.147
C -1.656 5.397 21.003
C 1.085 6.341 16.758
C 5.438 7.299 14.294
C 4.803 6.851 16.609
C 1.280 2.626 19.002
C 2.381 8.024 23.173
C 0.816 9.593 17.964
C 3.115 6.959 14.856
C 3.093 10.844 19.312
C 0.871 6.409 15.376
C 4.094 7.238 13.885
C -0.117 6.080 17.600
C 3.721 7.426 12.420
C 2.815 2.764 21.096
C 2.811 10.650 23.867
C -2.941 3.727 20.097
C 2.393 6.640 17.238
C 1.291 7.454 13.170
C 2.274 7.024 12.092
C -1.467 3.184 22.101
H 1.602 9.233 17.281
H 1.995 9.497 13.625
H 3.042 11.687 24.081
H -0.377 3.329 22.190
H 0.327 6.951 13.004
H 6.208 7.524 13.571
H 2.736 7.534 25.182
H -1.936 3.425 23.074
H 2.373 11.137 21.838
H 0.303 11.414 21.388
H 3.823 10.057 19.035
H -0.097 6.161 14.968
H 4.112 2.896 18.750
H 5.088 6.783 17.659
H -0.847 10.428 20.368
H -2.172 6.755 19.503
H -0.114 11.926 19.706
H 0.018 8.844 17.995
H -1.670 2.122 21.847
H 3.164 9.935 25.885
H 2.203 5.908 11.965
H 2.991 11.507 18.422
H 4.147 4.540 19.440
H 3.914 8.469 12.103
H 3.167 4.195 17.974
H 0.772 9.386 12.316
H 6.192 5.991 22.090
H 0.385 10.524 17.521
H 4.585 6.065 22.950
H -3.276 2.710 20.013
H -3.734 4.960 18.455
H 4.405 6.809 11.776
H 1.977 7.447 11.126
H 3.506 11.428 20.166
H 0.268 9.204 14.013
```